{"formula": "C51H37IrN5OPS2", "method": "wB97M-V/def2-TZVPD", "total_charge": 2, "gap_ev": 6.86, "e_above_lowest_ev": 0.0000, "elements": ["Ir", "O", "N", "C", "C", "C", "C", "C", "C", "C", "P", "C", "C", "C", "C", "C", "C", "C", "C", "C", "C", "C", "C", "H", "H", "H", "H", "H", "H", "H", "H", "H", "H", "H", "H", "H", "H", "H", "H", "C", "C", "C", "C", "C", "C", "N", "N", "C", "C", "C", "C", "C", "C", "H", "H", "H", "H", "H", "H", "H", "H", "H", "S", "C", "C", "C", "C", "C", "C", "N", "C", "C", "C", "C", "C", "C", "C", "C", "N", "C", "C", "C", "C", "C", "S", "C", "H", "H", "H", "H", "H", "H", "H", "H", "H", "H", "H", "H"], "positions_angstrom": [[0.074, -0.213, -0.038], [-1.583, -0.002, 2.419], [-1.412, 0.732, 1.260], [-1.743, 1.966, 1.385], [-1.771, 3.048, 0.406], [-2.354, 4.240, 0.856], [-2.557, 5.303, -0.003], [-2.200, 5.178, -1.340], [-1.616, 4.006, -1.791], [-1.367, 2.946, -0.922], [-0.628, 1.457, -1.628], [-2.084, 0.862, -2.559], [-2.155, 0.586, -3.919], [-3.331, 0.090, -4.471], [-4.445, -0.126, -3.678], [-4.390, 0.170, -2.322], [-3.219, 0.655, -1.768], [0.667, 2.097, -2.734], [1.037, 1.499, -3.936], [2.128, 1.975, -4.652], [2.873, 3.039, -4.171], [2.529, 3.626, -2.961], [1.437, 3.160, -2.249], [-1.913, 0.588, 3.122], [-2.113, 2.269, 2.364], [-2.667, 4.317, 1.889], [-3.011, 6.213, 0.362], [-2.375, 5.990, -2.032], [-1.341, 3.924, -2.836], [-1.321, 0.770, -4.576], [-3.373, -0.115, -5.532], [-5.357, -0.510, -4.113], [-5.261, 0.025, -1.699], [-3.191, 0.877, -0.707], [0.514, 0.633, -4.315], [2.393, 1.506, -5.590], [3.722, 3.406, -4.731], [3.108, 4.451, -2.572], [1.174, 3.642, -1.316], [4.087, 3.579, 1.824], [2.802, 3.722, 1.317], [1.987, 2.611, 1.168], [2.459, 1.357, 1.540], [3.754, 1.203, 2.029], [4.561, 2.320, 2.168], [1.591, 0.222, 1.450], [1.826, -0.663, 2.319], [0.979, -1.743, 2.320], [1.116, -2.676, 3.349], [0.113, -3.607, 3.529], [-1.019, -3.538, 2.725], [-1.129, -2.605, 1.693], [-0.111, -1.709, 1.432], [4.720, 4.447, 1.946], [2.433, 4.702, 1.047], [0.987, 2.709, 0.774], [4.113, 0.222, 2.305], [5.565, 2.206, 2.549], [1.980, -2.634, 3.998], [0.186, -4.351, 4.310], [-1.838, -4.222, 2.899], [-2.061, -2.586, 1.149], [6.191, 0.509, -3.507], [7.182, 1.680, -2.765], [6.644, 2.140, -1.600], [5.403, 1.534, -1.302], [5.018, 0.617, -2.246], [3.796, -0.172, -2.284], [2.765, 0.123, -1.372], [1.608, -0.515, -1.359], [1.382, -1.467, -2.303], [2.345, -1.834, -3.248], [1.992, -2.828, -4.221], [0.757, -3.377, -4.243], [-0.243, -2.999, -3.286], [-1.537, -3.532, -3.253], [-2.431, -3.120, -2.282], [-1.984, -2.165, -1.348], [-0.778, -1.636, -1.358], [0.093, -2.043, -2.320], [-3.801, -3.612, -2.200], [-4.744, -3.343, -1.238], [-5.981, -3.977, -1.484], [-5.966, -4.716, -2.629], [-4.454, -4.650, -3.413], [3.578, -1.179, -3.208], [8.114, 1.964, -3.225], [7.123, 2.879, -0.977], [4.835, 1.765, -0.415], [2.889, 0.919, -0.657], [2.738, -3.123, -4.947], [0.501, -4.120, -4.986], [-1.823, -4.267, -3.995], [-2.664, -1.793, -0.601], [-4.568, -2.723, -0.372], [-6.842, -3.897, -0.840], [-6.764, -5.304, -3.051], [4.344, -1.446, -3.924]], "mulliken_charge": [2.725, -0.338, 0.407, -0.863, 0.733, -0.771, -0.918, -0.774, -0.573, 0.450, 2.172, 0.793, -0.583, -1.030, -0.732, -0.659, -0.826, 0.680, -0.769, -1.196, -0.735, -1.003, -0.626, 0.400, 0.482, 0.447, 0.468, 0.482, 0.539, 0.490, 0.508, 0.465, 0.504, 0.341, 0.147, 0.459, 0.474, 0.497, 0.565, -0.561, -0.829, 0.456, -0.498, 0.021, -0.959, 0.472, -0.987, 0.910, -0.502, -0.750, -0.949, 0.118, -0.829, 0.448, 0.479, 0.402, 0.507, 0.458, 0.507, 0.429, 0.485, 0.593, -0.155, -0.456, -0.700, 0.226, 0.506, 0.546, 0.249, -0.026, -0.590, 0.825, -1.178, -1.110, 0.714, -1.133, 0.193, -0.908, 0.461, -0.659, 0.578, -0.232, -0.776, -0.382, -0.168, -1.000, 0.487, 0.425, -0.042, -0.384, 0.520, 0.519, 0.528, 0.837, 0.569, 0.414, 0.482, 0.562]}

=====

{"formula": "C51H38IN6PTa", "method": "wB97M-V/def2-TZVPD", "total_charge": 1, "gap_ev": 6.99, "e_above_lowest_ev": 1.0181, "elements": ["Ta", "C", "C", "N", "C", "C", "C", "C", "C", "C", "C", "N", "C", "C", "C", "C", "C", "C", "C", "C", "N", "C", "H", "H", "H", "H", "H", "H", "H", "H", "H", "H", "H", "H", "C", "C", "C", "C", "C", "C", "C", "P", "C", "C", "C", "C", "C", "C", "C", "C", "C", "C", "C", "C", "C", "C", "H", "H", "H", "H", "H", "H", "H", "H", "H", "H", "H", "H", "H", "H", "H", "H", "H", "H", "H", "H", "I", "C", "C", "C", "C", "C", "C", "C", "C", "C", "C", "H", "H", "H", "H", "H", "H", "N", "C", "N", "C", "N"], "positions_angstrom": [[0.417, -0.142, -0.215], [3.960, 2.346, 2.344], [3.262, 1.177, 1.974], [2.009, 1.175, 1.585], [1.339, 2.365, 1.623], [1.968, 3.594, 1.874], [3.328, 3.551, 2.255], [1.231, 4.791, 1.702], [-0.071, 4.735, 1.293], [-0.715, 3.492, 1.087], [-0.032, 2.328, 1.290], [-0.598, 1.035, 1.117], [-1.783, 0.790, 1.817], [-2.288, 1.544, 2.847], [-3.506, 1.185, 3.463], [-4.216, 0.096, 3.046], [-3.699, -0.714, 2.008], [-4.350, -1.866, 1.523], [-3.740, -2.618, 0.565], [-2.472, -2.238, 0.097], [-1.843, -1.142, 0.478], [-2.467, -0.376, 1.422], [4.993, 2.270, 2.655], [3.774, 0.226, 1.994], [3.850, 4.475, 2.473], [1.719, 5.741, 1.874], [-0.629, 5.647, 1.132], [-1.758, 3.461, 0.797], [-1.760, 2.423, 3.189], [-3.881, 1.799, 4.271], [-5.161, -0.167, 3.502], [-5.314, -2.147, 1.929], [-4.190, -3.521, 0.179], [-1.968, -2.894, -0.595], [4.277, -2.012, 0.876], [3.813, -2.528, 2.205], [4.798, -2.944, 3.100], [4.493, -3.568, 4.296], [3.167, -3.804, 4.613], [2.173, -3.378, 3.750], [2.464, -2.710, 2.551], [1.004, -2.220, 1.516], [-0.365, -2.521, 2.701], [-1.197, -3.626, 2.538], [-2.194, -3.911, 3.458], [-2.370, -3.082, 4.555], [-1.544, -1.982, 4.722], [-0.529, -1.686, 3.818], [0.400, -0.547, 4.123], [0.890, -3.518, 0.239], [1.327, -4.810, 0.547], [1.285, -5.821, -0.394], [0.809, -5.543, -1.669], [0.387, -4.264, -1.983], [0.421, -3.223, -1.051], [-0.057, -1.858, -1.528], [4.258, -2.813, 0.132], [5.306, -1.659, 0.938], [3.652, -1.210, 0.502], [5.835, -2.789, 2.829], [5.285, -3.884, 4.962], [2.899, -4.309, 5.531], [1.149, -3.563, 4.035], [-1.061, -4.281, 1.686], [-2.824, -4.779, 3.317], [-3.144, -3.292, 5.281], [-1.675, -1.338, 5.584], [-0.114, 0.226, 4.695], [0.801, -0.086, 3.224], [1.248, -0.898, 4.719], [1.715, -5.025, 1.535], [1.632, -6.813, -0.139], [0.783, -6.318, -2.424], [0.037, -4.048, -2.986], [-1.106, -1.905, -1.804], [0.458, -1.625, -2.465], [-1.920, 0.851, -1.917], [-0.862, 2.452, -2.684], [-1.516, 3.281, -3.545], [-0.826, 4.386, -4.087], [0.474, 4.586, -3.741], [1.149, 3.713, -2.849], [2.501, 3.966, -2.533], [3.165, 3.122, -1.700], [2.501, 2.009, -1.150], [1.168, 1.706, -1.361], [0.486, 2.590, -2.273], [-2.547, 3.102, -3.815], [-1.332, 5.052, -4.772], [1.027, 5.422, -4.150], [2.992, 4.822, -2.978], [4.208, 3.289, -1.463], [3.104, 1.370, -0.522], [4.277, -2.848, -4.479], [4.099, -2.320, -3.470], [3.965, -1.707, -2.311], [3.029, -1.238, -1.668], [2.213, -0.782, -0.940]], "mulliken_charge": [-1.070, -1.149, 0.182, 0.756, 0.123, 1.407, -1.223, -0.990, -1.131, -0.331, -0.930, 1.396, 0.204, -0.276, -1.133, -1.062, 1.399, -0.830, -1.505, -0.116, 1.034, -0.815, 0.521, -0.112, 0.500, 0.484, 0.461, 0.671, 0.610, 0.421, 0.486, 0.486, 0.509, 0.434, -0.426, 0.134, -0.735, -0.930, -0.863, -0.674, 0.615, 2.003, 0.380, -0.480, -1.009, -0.888, -0.580, 1.042, -1.502, 0.796, -0.531, -0.822, -0.946, -0.933, -0.353, -1.876, 0.457, 0.533, -1.089, 0.467, 0.408, 0.496, 0.730, 0.485, 0.432, 0.421, 0.498, 0.530, -0.130, 0.290, 0.547, 0.469, 0.440, 0.556, 1.206, 0.911, 0.509, 1.152, -0.660, -0.747, -0.922, 1.128, -1.144, -1.544, 0.140, 1.294, -0.467, 0.424, 0.414, 0.412, 0.398, 0.540, 0.255, -0.518, 0.404, -0.719, 1.209, -0.045]}

=====

{"formula": "C51H39F4N3P2Pd", "method": "wB97M-V/def2-TZVPD", "gap_ev": 2.74, "elements": ["F", "C", "C", "C", "F", "C", "C", "C", "C", "C", "C", "C", "C", "F", "C", "C", "F", "C", "Pd", "P", "C", "C", "C", "C", "C", "C", "C", "C", "C", "C", "C", "C", "C", "C", "C", "C", "C", "C", "P", "C", "C", "C", "C", "C", "C", "C", "C", "C", "C", "C", "C", "C", "C", "C", "C", "C", "C", "C", "H", "H", "H", "H", "H", "H", "H", "H", "H", "H", "H", "H", "H", "H", "H", "H", "H", "H", "H", "H", "H", "H", "H", "H", "H", "H", "H", "H", "H", "H", "H", "H", "H", "H", "H", "H", "H", "H", "H", "N", "N", "N"], "positions_angstrom": [[-5.478, 2.361, -0.656], [-4.378, 2.201, 0.161], [-4.524, 2.497, 1.521], [-3.395, 2.279, 2.317], [-3.505, 2.477, 3.678], [-2.180, 1.845, 1.808], [-2.087, 1.497, 0.444], [-0.854, 0.858, -0.038], [-0.790, 0.142, -1.247], [0.377, -0.482, -1.778], [1.733, -0.062, -1.678], [2.742, -0.943, -2.157], [4.071, -0.576, -2.042], [5.028, -1.401, -2.588], [4.470, 0.618, -1.439], [3.472, 1.435, -0.919], [3.841, 2.529, -0.165], [2.114, 1.172, -1.096], [-0.549, -1.349, 0.448], [-2.288, -2.792, 0.387], [-3.340, -2.268, -0.992], [-2.979, -2.615, -2.306], [-3.701, -2.110, -3.387], [-4.788, -1.259, -3.172], [-5.154, -0.924, -1.867], [-4.443, -1.425, -0.778], [-1.970, -4.536, 0.086], [-2.981, -5.361, -0.442], [-2.695, -6.693, -0.748], [-1.406, -7.205, -0.554], [-0.410, -6.389, -0.009], [-0.696, -5.071, 0.337], [-3.314, -2.618, 1.856], [-4.079, -3.683, 2.358], [-4.857, -3.485, 3.502], [-4.865, -2.251, 4.164], [-4.091, -1.200, 3.669], [-3.333, -1.379, 2.519], [1.097, -1.843, 1.971], [1.302, -0.390, 3.021], [0.932, -0.379, 4.378], [1.071, 0.793, 5.127], [1.552, 1.966, 4.535], [1.886, 1.960, 3.179], [1.771, 0.794, 2.432], [0.678, -3.195, 3.092], [1.560, -4.251, 3.383], [1.135, -5.290, 4.214], [-0.159, -5.298, 4.748], [-1.028, -4.243, 4.464], [-0.598, -3.186, 3.674], [2.740, -2.216, 1.314], [3.894, -1.542, 1.759], [5.149, -1.918, 1.281], [5.282, -2.985, 0.391], [4.143, -3.666, -0.035], [2.881, -3.275, 0.399], [-3.195, 1.737, -0.397], [-5.456, 2.869, 1.926], [-1.305, 1.708, 2.446], [0.079, 1.175, 0.437], [-1.688, 0.065, -1.851], [0.181, -1.365, -2.398], [2.445, -1.893, -2.600], [5.518, 0.900, -1.389], [1.329, 1.883, -0.840], [-2.146, -3.296, -2.484], [-3.427, -2.397, -4.402], [-5.364, -0.859, -4.010], [-6.009, -0.267, -1.692], [-4.765, -1.173, 0.236], [-3.987, -4.963, -0.604], [-3.491, -7.328, -1.141], [-1.183, -8.238, -0.828], [0.599, -6.774, 0.145], [0.067, -4.451, 0.812], [-4.084, -4.643, 1.839], [-5.483, -4.303, 3.864], [-5.476, -2.104, 5.059], [-4.081, -0.234, 4.175], [-2.732, -0.548, 2.147], [0.556, -1.285, 4.855], [0.801, 0.780, 6.186], [1.665, 2.880, 5.125], [2.221, 2.871, 2.682], [2.056, 0.808, 1.378], [2.578, -4.241, 2.987], [1.830, -6.099, 4.451], [-0.493, -6.123, 5.381], [-2.041, -4.232, 4.863], [-1.270, -2.343, 3.508], [3.835, -0.739, 2.499], [6.033, -1.360, 1.608], [6.270, -3.260, 0.014], [4.240, -4.491, -0.739], [2.005, -3.797, 0.019], [-3.124, 1.527, -1.465], [1.369, 4.207, 0.843], [1.409, 4.936, -0.096], [1.436, 5.668, -1.043]], "mulliken_charge": [-0.385, 0.176, -0.877, 0.678, -0.408, -0.582, -0.812, 0.320, 0.002, -0.788, 0.971, -0.876, 0.437, -0.421, -0.728, 0.817, -0.366, -0.792, 0.072, 2.226, 0.769, -0.567, -0.729, -0.633, -0.598, -0.468, 0.065, -0.418, -0.738, -0.698, -0.628, -0.194, 0.671, -0.781, -0.632, -0.865, -0.302, -0.069, 1.166, 1.343, -0.950, -0.624, -0.923, -0.366, -0.359, 0.539, -0.560, -0.707, -0.817, -0.877, -0.579, 0.475, -0.395, -0.691, -0.642, -0.864, 0.052, -0.408, 0.518, 0.391, 0.375, 0.221, 0.423, 0.387, 0.512, 0.810, 0.504, 0.423, 0.383, 0.393, 0.342, 0.494, 0.407, 0.392, 0.475, -0.033, 0.309, 0.382, 0.379, 0.526, -0.330, 0.345, 0.423, 0.371, 0.382, 0.167, 0.334, 0.411, 0.404, 0.437, 0.704, 0.363, 0.408, 0.374, 0.424, 0.333, 0.635, -0.609, 0.483, -0.734]}

=====

{"formula": "C51H39N2O2OsTe", "method": "wB97M-V/def2-TZVPD", "total_charge": 1, "gap_ev": [5.83, 5.84], "e_above_lowest_ev": 1.4430, "elements": ["Os", "C", "C", "C", "C", "C", "O", "C", "C", "C", "C", "C", "C", "C", "O", "C", "C", "C", "N", "C", "C", "Te", "C", "C", "C", "C", "C", "C", "C", "C", "C", "C", "C", "C", "H", "H", "H", "H", "H", "H", "H", "H", "H", "H", "H", "H", "H", "H", "H", "H", "H", "H", "H", "H", "H", "H", "H", "H", "N", "C", "C", "C", "C", "C", "C", "C", "H", "H", "H", "H", "H", "C", "C", "C", "C", "C", "C", "C", "C", "C", "C", "C", "C", "C", "C", "C", "H", "H", "H", "H", "H", "H", "H", "H", "H", "H"], "positions_angstrom": [[0.853, -0.430, -0.118], [1.954, -2.182, -6.746], [1.958, -2.007, -5.250], [3.147, -1.840, -4.538], [3.156, -1.653, -3.168], [4.448, -1.350, -2.477], [5.466, -1.933, -2.772], [4.447, -0.273, -1.431], [5.493, -0.264, -0.515], [5.526, 0.669, 0.512], [4.516, 1.612, 0.622], [3.497, 1.651, -0.326], [3.467, 0.718, -1.354], [1.962, -1.717, -2.434], [1.997, -1.702, -1.127], [0.744, -1.842, -3.138], [0.775, -1.989, -4.533], [-0.525, -1.864, -2.416], [-0.707, -1.335, -1.237], [-2.002, -1.558, -0.548], [-2.869, -0.315, -0.456], [-4.712, -0.756, 0.571], [-3.930, -1.091, 2.517], [-3.142, -0.138, 3.156], [-2.712, -0.367, 4.459], [-3.088, -1.519, 5.136], [-3.872, -2.464, 4.498], [-4.286, -2.255, 3.192], [-1.640, -2.564, -3.120], [-1.529, -3.931, -3.359], [-2.531, -4.598, -4.045], [-3.639, -3.904, -4.511], [-3.745, -2.539, -4.287], [-2.749, -1.869, -3.593], [2.947, -2.020, -7.161], [1.265, -1.480, -7.218], [1.633, -3.190, -7.016], [4.098, -1.831, -5.059], [6.271, -1.008, -0.626], [6.345, 0.663, 1.219], [4.527, 2.333, 1.429], [2.756, 2.441, -0.287], [2.732, 0.817, -2.148], [-0.163, -2.079, -5.068], [-1.792, -1.909, 0.463], [-2.540, -2.340, -1.080], [-3.175, 0.028, -1.442], [-2.333, 0.492, 0.038], [-2.886, 0.787, 2.652], [-2.099, 0.364, 4.960], [-2.773, -1.674, 6.160], [-4.165, -3.365, 5.021], [-4.908, -2.994, 2.702], [-0.659, -4.467, -3.000], [-2.440, -5.661, -4.224], [-4.413, -4.424, -5.058], [-4.604, -1.993, -4.654], [-2.819, -0.799, -3.446], [0.889, -1.358, 1.702], [0.752, -2.029, 2.621], [0.708, -2.846, 3.786], [0.059, -4.081, 3.764], [0.077, -4.874, 4.895], [0.733, -4.443, 6.041], [1.373, -3.209, 6.064], [1.366, -2.407, 4.939], [-0.456, -4.405, 2.869], [-0.418, -5.835, 4.887], [0.751, -5.073, 6.920], [1.883, -2.879, 6.958], [1.858, -1.444, 4.938], [0.091, 1.293, 0.393], [-0.098, 2.529, 0.503], [-0.194, 3.881, 0.575], [0.214, 4.568, 1.799], [0.152, 3.900, 3.022], [0.487, 4.543, 4.197], [0.916, 5.864, 4.172], [1.044, 6.521, 2.955], [0.699, 5.882, 1.779], [-0.670, 4.613, -0.601], [-1.344, 5.835, -0.476], [-1.765, 6.526, -1.598], [-1.524, 6.014, -2.865], [-0.889, 4.786, -3.003], [-0.478, 4.087, -1.884], [-0.189, 2.877, 3.029], [0.409, 4.017, 5.141], [1.164, 6.374, 5.093], [1.417, 7.536, 2.925], [0.843, 6.384, 0.832], [-1.575, 6.220, 0.508], [-2.285, 7.468, -1.481], [-1.846, 6.561, -3.741], [-0.710, 4.375, -3.987], [0.022, 3.133, -1.990]], "mulliken_charge": [1.182, -1.588, 0.394, -0.683, 0.908, -0.388, -0.601, 0.536, -0.733, -0.592, -0.617, -0.291, -0.672, 0.081, -1.089, 0.455, -0.854, 1.246, -0.798, -0.830, -0.677, 0.346, -0.070, -0.210, -0.519, -0.534, -0.556, -0.443, -0.780, 0.309, -0.945, -0.371, -1.100, 0.391, 0.378, 0.376, 0.311, 0.464, 0.500, 0.419, 0.487, 0.612, 0.659, 0.574, 0.436, 0.540, 0.322, 0.010, 0.446, 0.454, 0.441, 0.422, 0.378, 0.536, 0.430, 0.409, 0.434, 0.522, -1.052, 0.580, 0.553, -0.300, -0.730, -0.355, -0.685, -0.391, 0.494, 0.421, 0.428, 0.422, 0.495, 0.293, -0.747, 0.977, 0.433, -0.468, -0.710, -0.461, -0.803, -0.207, 0.432, -0.325, -0.796, -0.436, -0.754, -0.391, 0.496, 0.413, 0.412, 0.415, 0.581, 0.577, 0.412, 0.400, 0.421, 0.495]}